1.
DFT (ωB97M-V with the def2-TZVPD basis set) results for the molecule C5H7NO2 in a non-equilibrium geometry.

As for the LUMO energy: -0.07 eV. For the energy relative to the best compared isomer or geometry (same formula, charge and spin), the calculation gives 3.637 eV. Its total charge is 0. The HOMO energy is -7.289 eV. Its frontier orbital gap is 7.22 eV.

Positions of all 15 atoms, in Å:
H: -1.2833 -1.7727 1.0994
N: -1.9103 -1.0554 0.7421
C: -1.3780 0.0005 0.3632
C: -1.9867 1.1972 -0.2743
O: 0.2020 0.2948 0.9370
C: 1.0342 -0.1791 0.0307
C: 2.4279 -0.5322 0.4239
C: 0.4839 -0.4094 -1.2253
O: 0.4877 -0.1739 -2.3884
H: -2.2651 0.9595 -1.3025
H: -1.2777 2.0230 -0.3051
H: -2.8833 1.4730 0.2864
H: 2.4364 -1.3456 1.1550
H: 3.0272 -0.8198 -0.4423
H: 2.8852 0.3400 0.9003

natural (NBO) population analysis, charges in e, atoms 1 to 4:
1. H 0.39
2. N -0.61
3. C 0.60
4. C -0.72

***

2.
DFT (ωB97M-V with the def2-TZVPD basis set) results for a structure of composition C5H7NO2S2 in a non-equilibrium geometry.

As for the LUMO energy (spin up / spin down): -0.73 / -3.35 eV. Its spin multiplicity is 3. For the energy relative to the best compared isomer or geometry (same formula, charge and spin), the calculation gives 4.914 eV. The expectation value of S² is 2.008. Its total charge is 0. The HOMO energy (spin up / spin down) is -6.663 / -9.633 eV. Its frontier orbital gap (spin up / spin down) is 5.94 / 6.28 eV.

Positions of all 17 atoms, in Å:
C: -0.5314 0.0789 -0.2059
C: 0.4246 -0.5915 0.3417
C: 0.1014 -2.3715 1.1118
C: -1.2124 2.3880 -0.5853
C: -0.4505 1.1651 -1.1502
N: 1.7567 -0.2851 0.2024
O: 2.5388 -1.1713 -0.2446
O: 2.1527 0.8258 0.4842
S: -1.3961 -2.7796 1.0282
S: 1.5058 -3.1504 1.6853
H: -1.4787 -0.5740 -0.1264
H: -0.9074 2.5804 0.4148
H: -2.2680 2.4592 -0.6623
H: -1.0095 3.2290 -1.2536
H: 0.5530 1.4985 -1.2265
H: -0.7237 0.8496 -2.2268
H: 0.9447 -4.1511 2.4130

natural (NBO) population analysis, charges in e, atoms 1 to 4:
1. C -0.17
2. C 0.17
3. C -0.64
4. C -0.60

***

- What is the formula in the second record?
  C5H7NO2S2